Entry from the OMol25 dataset: a 10-piece molecular cluster, C30H75N5O15 overall at a distorted geometry (the ωB97M-V functional and the def2-TZVPD basis).

The geometry in XYZ format:
```
125
Properties=species:S:1:pos:R:3:forces:R:3
C 26.84345 -2.17054 1.31179 0.5922 0.8232 0.0898
C 27.50541 -1.39168 2.45317 -1.0553 0.5031 0.0240
C 27.10534 -1.95250 3.79441 0.1187 0.6762 0.3061
O 27.49571 -1.05246 4.81627 0.0770 -0.4306 -0.2480
C 26.93503 -1.37880 6.07138 0.1150 0.4398 0.2751
N 28.97034 -1.24185 2.32514 0.9325 -0.3834 0.6916
H 29.38945 -0.58509 2.98728 -0.5022 -0.0532 0.3143
H 29.44781 -2.12767 2.48387 0.0117 -0.0284 -0.2418
H 29.25205 -0.82030 1.39892 -0.3166 0.4505 -1.7112
H 27.37596 -1.91541 0.39299 0.0623 -0.5221 -0.0886
H 25.85187 -1.74409 1.16964 -0.1313 -0.2285 0.1124
H 26.76017 -3.23433 1.52514 0.1275 -0.0968 -0.3414
H 27.12277 -0.37180 2.41122 0.1238 0.0564 0.0267
H 27.57115 -2.92990 3.97881 -0.2519 -0.1745 -0.0737
H 26.01223 -2.00889 3.79031 -0.0064 -0.4375 -0.0497
H 25.86135 -1.16522 6.11921 0.0211 0.1086 -0.1771
H 27.46436 -0.72745 6.76377 -0.1920 -0.1635 0.2799
H 27.05852 -2.42572 6.36766 0.2881 -0.0216 -0.1931
C 30.74663 -8.07890 0.37276 -0.4011 0.4119 0.4049
C 29.96408 -7.24804 -0.63786 1.0495 -0.8996 -0.3716
C 28.91079 -8.08456 -1.34500 -1.4891 0.7512 -0.8438
O 28.03983 -7.26569 -2.09505 0.1462 -0.0008 0.5135
C 28.57315 -6.81634 -3.32440 0.0607 1.0908 -0.3339
N 29.28190 -6.08272 -0.01781 -0.3926 -0.1373 0.5223
H 29.87798 -5.29240 0.22050 0.1699 0.0131 -0.5220
H 28.52010 -5.73789 -0.66153 -0.2957 0.6986 -0.4834
H 28.86920 -6.36692 0.87191 -0.3260 -0.0718 -0.2031
H 30.15247 -8.26563 1.27398 -0.0014 0.1128 0.0181
H 31.65519 -7.54682 0.65161 0.1304 -0.2844 0.1196
H 30.96700 -9.06979 -0.01778 0.2459 0.1352 -0.2421
H 30.68512 -6.85831 -1.35471 -0.2542 0.2073 -0.1739
H 28.24398 -8.54828 -0.61062 0.2487 -0.2508 0.1224
H 29.28381 -8.83336 -2.04881 0.6870 -0.2002 0.5232
H 28.85795 -7.64850 -3.97146 -0.1643 -0.0223 -0.0442
H 29.39932 -6.09696 -3.22535 0.3111 -0.4054 0.4032
H 27.82917 -6.16093 -3.77257 -0.1636 -0.6874 -0.0776
C 25.30472 1.12780 -8.71011 -0.3917 -0.0911 -0.4148
C 24.61991 1.48974 -7.41620 -0.4852 0.0768 -0.4617
C 25.23991 0.91614 -6.18771 1.3564 -0.2185 -0.4223
O 24.42586 1.12158 -5.07420 -0.7314 0.3989 -0.1293
C 24.96919 0.51558 -3.92034 0.6175 -0.4815 0.7366
N 24.55213 3.01608 -7.28916 -0.9334 0.6180 1.2481
H 25.38010 3.55848 -7.53533 0.2817 -0.4698 -0.0544
H 23.75282 3.44797 -7.75449 0.1320 -0.3214 -0.4615
H 24.33871 3.18986 -6.29618 0.3565 -0.0575 0.0669
H 26.36545 1.37150 -8.73384 0.0811 -0.2617 0.3027
H 24.82361 1.60798 -9.56898 -0.1075 0.1147 0.1288
H 25.16560 0.05843 -8.85784 0.3915 -0.0415 0.0376
H 23.57055 1.18203 -7.38690 -0.0325 0.1495 -0.3052
H 26.24819 1.34629 -6.07685 0.0367 -0.1465 0.2686
H 25.43434 -0.13343 -6.43456 -0.0528 -0.0689 0.2890
H 25.96253 0.92766 -3.72100 0.0376 -0.0869 0.0480
H 25.06061 -0.57119 -4.01180 0.1023 0.0486 -0.4226
H 24.34689 0.64970 -3.03672 -0.3243 0.4978 -0.3178
C 24.53475 -10.52659 -2.07523 0.5678 0.1296 0.0683
C 23.22777 -9.79150 -2.21156 -1.3078 -0.4004 0.4325
C 23.08125 -8.57674 -1.31805 0.8807 0.4437 0.9326
O 24.21389 -7.77736 -1.45507 0.1930 0.1141 0.3115
C 24.01435 -6.36737 -1.58515 -1.3195 -0.7014 -1.6608
N 22.96238 -9.43461 -3.63958 0.5089 0.6062 -0.5395
H 23.80512 -8.97157 -4.05374 0.5646 0.6026 -0.2334
H 22.75509 -10.21976 -4.25426 0.0776 -0.1530 0.2058
H 22.20893 -8.75645 -3.76098 0.0747 0.0699 0.0802
H 24.61651 -10.85481 -1.03902 0.0375 -0.1599 -0.0528
H 25.39453 -9.89007 -2.28884 -0.1950 0.2672 -0.0464
H 24.61914 -11.38531 -2.74269 -0.2587 -0.1012 0.0839
H 22.39837 -10.42872 -1.88371 0.0547 -0.2666 -0.3361
H 23.05086 -8.90167 -0.26467 -0.0049 -0.5261 -0.1259
H 22.11007 -8.06537 -1.39273 0.1507 0.1699 -0.7689
H 23.59247 -6.23522 -2.59439 -0.0439 0.3069 0.0072
H 24.94399 -5.80729 -1.55783 -0.1490 -0.5023 0.4691
H 23.24087 -6.01052 -0.89620 0.2979 0.0640 0.3864
C 18.55388 -2.29808 -0.15720 0.3708 -0.0622 -0.5222
C 19.79685 -2.09897 0.69463 -1.2559 0.1428 0.6273
C 20.96119 -2.97323 0.36239 1.1598 -0.2034 -0.4312
O 22.00842 -2.63469 1.25682 -0.4730 0.0828 0.4970
C 23.22063 -3.30294 1.01634 1.1726 -0.2234 -0.0597
N 20.24407 -0.67076 0.63754 1.0292 -0.5376 0.0821
H 20.69050 -0.48586 -0.28878 -0.6398 0.0032 -1.5817
H 19.45849 -0.05422 0.80988 0.2659 0.3071 0.0644
H 21.05163 -0.56024 1.25656 -0.4912 0.1480 0.5196
H 17.73295 -1.63223 0.11389 0.1782 0.1805 0.1217
H 18.17576 -3.30663 0.00826 0.1162 -0.0774 -0.1790
H 18.80212 -2.12981 -1.20897 -0.2401 -0.1090 -0.0475
H 19.47529 -2.26090 1.72797 0.4115 -0.0394 0.1239
H 21.32754 -2.77707 -0.65355 -0.3626 -0.0583 -0.1181
H 20.73582 -4.03920 0.46528 -0.3180 0.0617 -0.0458
H 23.82549 -2.83333 0.23364 -0.2060 0.0558 -0.0852
H 23.15874 -4.36284 0.74564 -0.5654 0.0948 -0.0364
H 23.80624 -3.28199 1.93750 -0.1004 0.1805 0.0419
C 26.78945 -2.54644 -6.58659 0.5520 0.5031 -1.8411
C 27.84633 -1.43025 -6.49905 0.3477 0.9751 1.7202
O 27.75998 -0.42133 -7.25843 -0.6551 -0.2949 -0.7514
O 28.62072 -1.50998 -5.52493 0.1207 -0.4303 -0.2152
H 27.24531 -3.52938 -6.51822 -0.0907 -0.0116 0.6352
H 26.41302 -2.48777 -7.61614 -0.5457 -0.0706 0.2198
H 26.00744 -2.33970 -5.85878 -0.0343 -0.3409 0.0889
C 21.72225 -2.01088 -3.72778 -0.2397 -0.7156 0.1158
C 20.58940 -1.28124 -3.00995 0.1525 1.3962 -0.4711
O 20.92151 -0.58208 -1.98762 0.2072 -0.3398 1.0914
O 19.47429 -1.24354 -3.54278 -0.0328 -0.6189 0.2540
H 21.33236 -2.95431 -4.11530 0.0629 0.0737 -0.1770
H 22.58492 -2.24140 -3.10228 -0.0300 0.2176 0.1225
H 22.05195 -1.40814 -4.57368 -0.0261 0.0473 0.0053
C 27.19339 1.03643 -0.42911 0.0937 -0.1832 0.1911
C 28.73473 1.05688 -0.35357 -0.3358 0.5175 -0.6425
O 29.28347 -0.05960 -0.05661 0.0761 -0.6139 1.1102
O 29.29034 2.12676 -0.58614 0.1868 -0.1562 0.2090
H 26.87444 0.78841 0.59053 -0.4006 0.1026 -0.1624
H 26.80737 0.27749 -1.11005 0.1964 -0.1971 0.0980
H 26.77585 1.98934 -0.74588 0.1414 0.1269 0.2145
C 26.13981 -2.57448 -2.17396 0.6257 -0.8647 -0.7933
C 26.72821 -3.87605 -1.63412 -1.2713 -0.5773 1.5766
O 27.92578 -4.19499 -1.78481 0.5630 0.0820 0.0626
O 25.89647 -4.57132 -0.96518 0.9429 0.7207 0.3368
H 26.09667 -2.75095 -3.25440 0.3791 0.6205 -0.1056
H 26.81712 -1.77071 -1.89438 -0.1442 0.2709 -0.4459
H 25.10405 -2.43284 -1.87663 0.1169 0.0540 0.4561
C 25.81671 -5.68672 -5.40182 0.7014 0.0262 -0.0624
C 25.09908 -6.99830 -5.18672 -1.0363 -0.5956 0.0339
O 25.62657 -7.83397 -4.40460 -0.0498 -0.3760 0.4071
O 24.02005 -7.21600 -5.79960 -0.1368 0.1243 0.2038
H 26.30524 -5.33739 -4.49000 -0.2541 0.0072 0.0164
H 25.22973 -4.87657 -5.82236 -0.2476 -0.2120 -0.0695
H 26.63543 -5.91533 -6.09257 -0.0271 0.1854 -0.0801
```
Forces are in eV/Å.

Energy above the lowest of the compared OMol25 structures with the same formula, charge and spin = 0.000 eV
DFT total energy = -70482.518 eV
Lowest unoccupied orbital energy = -0.0216 Eh
Largest force on an atom = 2.23 eV/A
Net charge = 0
Gap between HOMO and LUMO = 5.10 eV